ORCA calculation (ωB97M-V with the def2-TZVPD basis set) on a cluster of 2 separate species, C4H10NOS2 in total.

```
18
C4H10NOS2 ωB97M-V with the def2-TZVPD basis set
C -2.5101 0.1883 0.1235
C -1.0956 0.1724 -0.3825
C 0.0334 0.7530 0.4797
C 1.1954 1.4236 -0.2468
N 2.3413 0.7963 -0.2625
O 3.4862 1.1811 -0.7072
S 0.7504 -0.4738 1.5812
S 1.7383 -3.0614 -0.3731
H -2.8270 -0.7234 0.6224
H -3.1270 0.3731 -0.7858
H -2.6592 0.9608 0.8448
H -1.0812 0.7707 -1.2930
H -1.0430 -0.8930 -0.8173
H -0.5184 1.6379 1.0326
H 1.0654 2.4259 -0.6032
H 2.2957 -0.0527 0.4372
H 1.4076 -1.9374 0.2928
H 0.5478 -3.5415 0.0572
```

Results
Frontier orbital gap (eV): 7.149
Molar mass (Da): 152.3
E (eV): -29516.8291
Multiplicity: 1
Total charge: -1
Maximum force (eV Å⁻¹): 2.5

Löwdin atomic charge list, values in e, 2 entries:
1 C -0.148
2 C -0.347